[1]
13
Properties=species:S:1:pos:R:3:forces:R:3 method="wB97M-V/def2-TZVPD" homo_energy_ha=-0.0779 total_charge=-1 relative_energy_kcal_mol=8.5 smiles=C[C@H](N)C[S-]
C -0.8948 0.8279 0.6273 0.15 1.64 0.03
C 0.0426 -0.3147 0.3834 0.72 -1.44 -0.20
N 1.3900 0.1317 0.7339 -0.06 -0.05 0.86
C -0.1516 -0.9035 -1.0502 -0.61 0.03 0.64
S 0.1300 0.2206 -2.3927 0.39 0.69 -0.81
H -0.9053 1.2451 1.6435 -0.15 -0.73 0.17
H -1.8982 0.7240 0.2241 -0.12 -0.42 0.16
H -0.4970 1.6877 0.0743 -0.01 -0.17 -0.37
H -0.1290 -1.1718 1.0615 -0.41 0.26 0.00
H 2.1575 -0.4986 0.5194 -0.45 0.31 -0.38
H 1.5504 1.0774 0.4405 0.35 0.00 -0.56
H 0.4188 -1.8326 -1.1863 0.14 0.11 0.33
H -1.2136 -1.1932 -1.0788 0.07 -0.23 0.12



[2]
14
Properties=species:S:1:pos:R:3:forces:R:3 method="wB97M-V/def2-TZVPD" homo_energy_ha=-0.3290 relative_energy_kcal_mol=19.5 smiles="COP1=CC=CC=1"
C -2.6651 0.0443 -0.0729 -0.31 -0.15 0.09
O -1.4570 0.6677 -0.4081 2.78 0.29 1.44
P -0.0901 0.6457 0.7902 -1.87 -0.31 -2.04
C 0.6584 -1.0129 0.6490 -0.04 0.09 0.15
C 1.8890 -0.9184 0.1219 -0.48 -0.48 0.17
C 2.1992 0.3872 -0.4280 -0.19 0.69 -0.21
C 1.2174 1.2908 -0.2856 0.01 0.01 0.16
H -2.6432 -0.4406 0.9043 -0.05 -0.04 0.11
H -2.8834 -0.7161 -0.8304 -0.06 0.02 0.12
H -3.4648 0.7912 -0.0755 -0.03 -0.10 0.04
H 0.2611 -1.8927 1.1296 -0.01 -0.10 0.00
H 2.5961 -1.7321 0.0634 0.06 -0.13 0.08
H 3.1345 0.5740 -0.9328 0.12 0.12 -0.03
H 1.2479 2.3120 -0.6252 0.05 0.09 -0.08



[3]
76
Properties=species:S:1:pos:R:3:forces:R:3 method="wB97M-V/def2-TZVPD" homo_energy_ha=-0.6224 total_charge=+3 relative_energy_kcal_mol=0.0
Zr -2.5407 -0.3591 1.0827 9.66 3.37 -5.67
C 0.3844 -0.4635 -1.0746 1.07 0.24 1.06
O -0.6847 -0.3722 -0.1831 -5.13 -0.09 2.72
H 1.0807 0.3416 -0.8399 0.11 0.47 0.11
H 0.9386 -1.3316 -0.7176 0.03 -0.49 -0.86
H 0.2231 -0.3683 -2.1484 -0.69 -0.60 0.04
C -1.0525 2.2708 4.2970 0.11 0.17 -0.20
C -0.6022 2.0226 2.8256 -1.37 1.37 2.97
O -1.2560 1.2247 2.1313 -1.50 -2.35 -1.17
N 0.2932 2.8613 2.3947 0.79 -1.54 0.13
C 0.8539 2.9031 1.0380 -1.21 2.00 -0.19
H -0.5491 3.0811 4.8244 0.58 -0.02 -0.36
H -0.9563 1.4101 4.9588 -0.10 -0.25 -0.37
H -2.0799 2.6340 4.3248 -0.26 -0.45 -0.32
H 0.5715 3.4584 3.1602 0.78 0.38 -0.56
H 1.9035 3.1896 0.9714 -0.11 -0.57 0.40
H 0.2838 3.7657 0.6931 0.43 0.24 -0.94
H 0.5349 2.0951 0.3796 0.33 -0.37 0.68
C 1.3625 -0.7822 2.8723 0.12 -1.11 1.10
C 0.3167 -1.8840 2.7423 6.37 -2.13 0.41
O -0.7793 -1.5504 2.3973 -6.82 0.53 -1.67
N 0.7962 -3.1576 2.9463 -2.36 0.97 0.16
C 0.0384 -4.4235 2.7890 0.53 -0.04 -1.13
H 2.2157 -1.2283 3.3834 0.23 0.33 -0.08
H 0.9271 -0.0687 3.5719 0.20 0.33 -0.24
H 1.7015 -0.3418 1.9346 -0.40 0.04 -0.02
H 1.7847 -3.3538 3.0141 0.00 0.83 0.19
H 0.7247 -5.2482 2.9814 -0.03 0.17 0.41
H -0.1430 -4.5376 1.7203 -0.49 -0.02 -0.08
H -0.8805 -4.5777 3.3547 0.23 0.57 0.18
C -4.1755 -0.3508 -3.1460 0.82 -0.72 -0.48
C -4.1278 -1.1422 -1.8738 -4.28 -0.80 -0.90
O -3.3920 -0.8004 -0.9407 2.43 0.92 4.33
N -5.0864 -2.0309 -1.5664 0.72 1.30 -0.11
C -5.9681 -2.7860 -2.4247 -0.20 -1.45 -0.63
H -4.3002 -1.0039 -4.0097 -0.03 -0.02 0.01
H -3.2355 0.1878 -3.2660 -0.24 -0.13 -0.04
H -5.0103 0.3500 -3.1517 -0.07 -0.07 0.29
H -5.0666 -2.2910 -0.5907 -0.07 -0.35 -0.09
H -6.9323 -3.1159 -2.0380 -0.01 0.91 0.86
H -5.4713 -3.7541 -2.4885 0.05 -0.06 -1.01
H -6.2079 -2.3123 -3.3766 0.57 -0.04 0.07
C -2.4630 2.4919 -2.0782 0.76 -0.58 -0.31
C -2.4551 2.6460 -0.6166 -0.43 4.32 -0.24
O -2.7384 1.7281 0.1363 -1.15 -4.79 2.58
N -2.3036 3.8347 0.0024 -0.43 0.42 -0.65
C -2.6528 5.1848 -0.5615 0.26 -0.42 -0.18
H -1.7760 3.1221 -2.6430 -0.01 0.11 0.30
H -3.4649 2.6396 -2.4815 -0.07 -0.12 0.11
H -2.1456 1.4521 -2.1558 -0.13 0.00 -0.65
H -2.3855 3.6899 0.9986 -0.11 0.45 0.15
H -2.1542 6.0257 -0.0794 0.70 -0.52 0.01
H -3.6985 5.4590 -0.4223 -0.25 -0.69 -0.10
H -2.4148 5.1423 -1.6244 -0.03 0.31 0.14
C 4.7099 -3.0142 0.1191 0.60 1.40 0.29
C 3.3323 -2.3748 0.0147 1.31 0.68 -1.83
O 2.4663 -3.2966 0.5841 -1.24 -1.64 1.40
S 2.8659 -4.7686 0.0311 0.46 -2.51 -3.03
O 2.3138 -4.8997 -1.3546 1.83 0.93 3.85
O 2.5997 -5.8896 0.9269 0.54 3.03 -0.94
O 4.5581 -4.4038 0.0219 -2.93 -1.18 0.14
H 5.0919 -2.6567 1.0753 0.36 -0.84 0.38
H 5.4253 -2.6690 -0.6273 -0.28 -0.04 -0.23
H 3.0616 -2.2981 -1.0383 -0.10 0.49 -0.12
H 3.3316 -1.4136 0.5288 -0.37 -0.18 0.00
C 4.5332 0.9990 -2.8684 -0.11 0.32 -0.43
C 3.2754 1.8578 -2.7928 -0.33 -1.32 -1.14
O 3.1787 2.3963 -1.4766 0.92 0.25 2.09
S 4.2683 1.6231 -0.4193 2.46 1.18 -1.60
O 3.6580 1.0924 0.7924 0.07 0.59 -2.25
O 5.5164 2.4173 -0.2680 -3.88 -2.23 -0.69
O 4.3997 0.4353 -1.5657 1.77 -0.05 2.94
H 5.4419 1.5167 -3.1757 0.34 0.17 1.07
H 4.5151 0.1083 -3.4964 -0.64 0.31 -0.32
H 2.5508 1.0479 -2.8769 -0.88 0.52 -0.09
H 3.1218 2.6149 -3.5618 0.21 0.13 0.37



The following E_LUMO values (in eV) correspond, in order, to the records above: 4.31, -0.10, -11.49.
The following Kohn-Sham gap values (in eV) correspond, in order, to the records above: 6.431, 8.850, 5.449.